1.
{"formula": "C2H7N3", "method": "wB97M-V/def2-TZVPD", "species": ["C", "C", "N", "N", "N", "H", "H", "H", "H", "H", "H", "H"], "xyz": [[1.024466, 0.549253, 0.290724], [1.776119, -0.547706, -0.375855], [-2.420273, -0.004772, 0.191133], [-1.077849, -0.362530, -0.150947], [-0.276601, 0.456991, 0.447881], [-2.944833, -0.863169, 0.259640], [-2.824571, 0.535376, -0.581004], [1.529766, 1.368134, 0.772092], [-0.664676, 1.361535, 0.798687], [2.722960, -0.735360, 0.133149], [1.170013, -1.451818, -0.361849], [1.985480, -0.305935, -1.423652]], "forces_ev_per_angstrom": [[0.15, -0.94, 0.35], [-0.08, 0.09, -0.01], [0.19, 0.60, -0.04], [-0.56, -0.82, -0.06], [0.69, 2.63, -0.71], [-0.06, -0.11, 0.01], [0.12, -0.34, 0.15], [-0.20, 0.13, 0.11], [-0.30, -1.12, 0.30], [-0.01, 0.04, -0.09], [0.06, -0.08, -0.03], [0.01, -0.07, 0.02]], "relative_energy_kcal_mol": 73.47, "largest_force_ev_per_a": 2.8, "e_tot_ev": -6654.7700, "e_homo_ha": [-0.26411, -0.26413]}

---

2.
{"formula": "C2H7N3", "method": "wB97M-V/def2-TZVPD", "species": ["C", "N", "H", "H", "H", "N", "C", "N", "H", "H", "H", "H"], "xyz": [[-0.498124, 2.166697, -0.168868], [-0.244204, 2.537656, -1.415861], [-1.389668, 2.604489, 0.351835], [0.156304, 1.633502, 0.499615], [0.805088, 2.478654, -1.547719], [-0.688997, -1.787378, -0.158581], [0.207888, -1.776363, 0.859455], [1.293174, -1.101298, 0.970113], [-1.447011, -2.400499, -0.187753], [-0.010501, -1.540201, -0.943363], [-0.163997, -2.422182, 1.578685], [1.271395, -0.238633, 0.335483]], "forces_ev_per_angstrom": [[-0.64, 2.34, -2.71], [0.96, -0.43, 3.83], [0.24, -1.06, -0.88], [0.81, -0.05, 0.24], [-1.34, -0.79, -0.41], [6.24, 2.46, -0.76], [-3.52, -0.50, -0.52], [1.01, 1.66, -1.51], [-1.39, -1.39, -0.39], [-2.78, -0.20, -0.41], [0.07, -1.05, 2.43], [0.36, -0.99, 1.09]], "total_charge": 1, "relative_energy_kcal_mol": 78.58, "largest_force_ev_per_a": 6.7, "e_tot_ev": -6645.8764, "e_homo_ha": [-0.50340, -0.50186], "s2": 0.77, "multiplicity": 2}

---

3.
{"formula": "C2H7N3O", "method": "wB97M-V/def2-TZVPD", "species": ["C", "C", "N", "N", "N", "O", "H", "H", "H", "H", "H", "H", "H"], "xyz": [[-0.410060, -0.066819, 0.867120], [-1.913137, -0.440515, 1.269764], [0.427988, -0.960567, 0.445270], [2.200201, 0.183324, -2.104967], [2.269704, 0.303695, -0.946879], [-0.088336, 1.265688, 0.961611], [-2.438000, -0.540367, 0.264650], [-2.041598, -1.496637, 1.534265], [-2.500045, 0.270575, 1.934960], [1.710135, 0.783078, -2.860310], [2.420441, -0.726674, -2.732525], [1.049959, -0.364662, -0.119053], [-0.687253, 1.789881, 1.486093]], "forces_ev_per_angstrom": [[-1.11, -1.74, 1.18], [0.22, 0.19, -1.57], [-2.73, 2.30, -0.24], [-1.02, -2.01, -5.67], [1.16, 1.01, 1.60], [0.52, -0.69, -0.82], [0.47, 0.88, 0.98], [0.61, 0.37, 0.76], [1.01, -0.91, -0.77], [0.39, 0.53, 1.48], [0.37, 0.98, 1.74], [0.74, -0.77, 1.16], [-0.63, -0.13, 0.16]], "relative_energy_kcal_mol": 118.74, "largest_force_ev_per_a": 6.1, "e_tot_ev": -8701.1279, "e_homo_ha": -0.30806}